91
Properties=species:S:1:pos:R:3:lowdin_charge:R:1 method="wB97M-V/def2-TZVPD" largest_force_ha_per_bohr=0.2683 de_lowest_kcal_mol=496.9 e_lumo_ev=-0.5 total_charge=0
C -1.538 -0.635 -0.070 -0.09
C -0.213 -0.988 -0.746 -0.21
O 0.723 -0.355 0.063 -0.02
C 0.091 0.663 0.729 -0.41
O 0.716 1.548 1.370 0.03
O -1.199 0.566 0.633 0.02
F -0.195 -0.446 -1.988 -0.04
H -1.751 -1.459 0.611 0.13
H -2.390 -0.510 -0.739 0.13
H -0.059 -2.063 -0.838 0.13
C 0.022 -4.816 0.805 -0.07
C 0.290 -3.847 -0.290 -0.30
O 1.190 -3.018 0.334 0.16
C 1.048 -3.091 1.661 -0.42
O 1.575 -2.437 2.563 0.20
O 0.157 -4.046 1.912 0.13
F -0.839 -3.219 -0.404 0.01
H 0.851 -5.515 0.913 0.16
H -0.978 -5.250 0.771 0.15
H 0.618 -4.222 -1.260 0.21
C -3.266 -3.174 -0.548 -0.01
C -3.834 -3.664 -1.841 -0.30
O -3.114 -2.978 -2.847 0.21
C -2.234 -2.194 -2.341 -0.51
O -1.411 -1.446 -2.902 0.16
O -2.361 -2.170 -1.026 -0.14
F -5.055 -3.188 -1.951 0.12
H -2.592 -3.930 -0.146 0.13
H -4.024 -2.844 0.163 0.13
H -3.784 -4.749 -1.935 0.18
C -0.949 2.618 2.253 -0.10
C -2.098 3.616 2.287 -0.25
O -2.984 3.008 3.227 0.16
C -2.281 2.155 3.942 -0.57
O -2.557 1.552 4.988 0.11
O -0.996 2.239 3.598 0.10
F -2.566 3.753 1.048 0.06
H 0.030 3.072 2.100 0.15
H -0.984 1.728 1.624 0.08
H -1.701 4.575 2.622 0.18
C 7.016 1.190 1.809 -0.12
O 6.038 0.310 1.296 -0.22
P 4.493 0.706 1.542 0.57
O 4.156 1.139 2.986 -0.29
O 4.226 1.875 0.396 -0.21
C 2.997 2.609 0.385 -0.12
O 3.633 -0.557 0.959 -0.16
C 2.341 -0.773 1.304 -0.19
H 7.023 2.140 1.274 0.09
H 7.930 0.671 1.518 0.09
H 7.024 1.289 2.894 0.09
H 2.191 2.381 1.083 0.06
H 2.402 2.437 -0.512 0.04
H 3.220 3.671 0.485 0.10
H 1.664 -0.713 0.451 -0.12
H 1.757 -0.112 1.944 0.12
H 2.204 -1.749 1.770 -0.05
C -6.368 -0.480 2.085 -0.14
O -5.456 0.524 1.781 -0.18
P -3.908 0.046 1.536 0.58
O -3.719 -1.109 0.585 -0.27
O -3.386 -0.234 3.052 -0.17
C -2.126 -0.810 3.256 -0.08
O -3.254 1.408 1.068 -0.21
C -3.151 1.902 -0.309 -0.03
H -5.992 -1.489 1.912 0.08
H -7.235 -0.285 1.454 0.10
H -6.701 -0.503 3.123 0.09
H -1.532 -0.091 3.822 0.09
H -1.460 -0.989 2.412 0.08
H -2.336 -1.693 3.859 0.12
H -4.006 2.506 -0.613 0.11
H -3.127 1.161 -1.108 0.09
H -2.190 2.360 -0.542 0.11
C 1.831 0.658 -1.465 -0.13
O 2.840 0.775 -2.449 -0.15
P 2.717 2.043 -3.483 0.46
O 2.432 3.363 -2.933 -0.22
O 1.647 1.517 -4.586 -0.22
C 1.989 0.496 -5.542 -0.10
O 4.137 2.068 -4.289 -0.24
C 4.478 3.206 -5.138 -0.08
H 2.185 0.442 -0.456 0.09
H 1.380 -0.292 -1.751 0.11
H 0.933 1.270 -1.534 0.13
H 1.759 0.779 -6.569 0.09
H 1.312 -0.351 -5.423 0.08
H 2.954 0.001 -5.432 0.09
H 5.036 2.804 -5.984 0.08
H 5.036 3.997 -4.637 0.09
H 3.610 3.646 -5.630 0.08

=====

64
Properties=species:S:1:pos:R:3:nbo_charge:R:1 method="wB97M-V/def2-TZVPD" largest_force_ha_per_bohr=0.0649 e_lumo_ev="-0.2 / -1.9" total_charge=0
P 1.622 -1.537 -2.146 0.80
P 0.466 2.089 -1.510 0.99
C 1.410 -0.020 -3.352 -0.69
C 1.709 1.330 -2.673 -0.73
H 0.395 -0.044 -3.809 0.24
H 2.120 -0.217 -4.180 0.22
H 2.487 1.305 -1.901 0.23
H 1.893 2.035 -3.474 0.22
C -0.836 2.592 -2.663 -0.98
H -1.600 3.084 -2.033 0.24
H -1.288 1.715 -3.130 0.24
H -0.528 3.309 -3.426 0.21
C 1.065 3.687 -0.916 -0.97
H 0.778 4.471 -1.636 0.23
H 2.137 3.700 -0.677 0.25
H 0.459 3.812 0.009 0.26
C 0.478 -2.738 -2.960 -0.96
H -0.168 -3.240 -2.233 0.23
H 1.039 -3.442 -3.569 0.22
H -0.233 -2.250 -3.659 0.23
C 3.096 -2.252 -2.932 -0.95
H 3.855 -1.494 -3.070 0.23
H 3.016 -2.856 -3.831 0.22
H 3.403 -2.905 -2.107 0.23
Hg -2.268 -0.822 -3.383 0.23
C -0.156 1.083 -5.884 -0.21
C -1.426 1.352 -5.621 -0.18
C -2.651 0.623 -6.072 -0.46
C -2.295 -0.700 -6.741 -0.46
C -1.507 -1.640 -5.894 -0.24
C -0.202 -1.916 -6.009 -0.19
C 0.889 -1.124 -6.733 -0.44
C 0.486 0.348 -7.048 -0.44
C -1.561 -1.393 -0.726 -0.69
H 0.627 1.726 -5.459 0.20
H -1.704 2.268 -5.068 0.21
H -3.270 1.179 -6.790 0.22
H -3.267 0.508 -5.160 0.21
H -3.227 -1.215 -7.007 0.22
H -1.819 -0.486 -7.700 0.21
H -2.067 -2.340 -5.251 0.21
H 0.109 -2.900 -5.615 0.21
H 1.301 -1.579 -7.671 0.23
H 1.799 -1.148 -6.087 0.21
H 1.407 0.863 -7.371 0.22
H -0.165 0.374 -7.935 0.21
H -1.128 -0.440 -0.386 0.20
H -0.742 -2.133 -0.734 0.16
H -2.279 -1.745 0.034 0.17
C 2.177 1.476 1.537 -0.65
C 0.780 1.746 1.942 0.05
C 0.364 2.610 2.998 -0.25
C -1.045 2.660 2.898 -0.24
C -1.445 1.854 1.821 0.04
C -2.793 1.673 1.253 -0.64
N -0.326 1.304 1.281 -0.27
H 2.742 2.405 1.387 0.21
H 2.253 0.869 0.619 0.22
H 2.692 0.929 2.336 0.22
H 1.023 3.079 3.679 0.21
H -1.749 3.232 3.532 0.21
H -3.410 1.053 1.913 0.22
H -3.304 2.634 1.157 0.21
H -2.761 1.195 0.268 0.23

=====

70
Properties=species:S:1:pos:R:3:mulliken_spin:R:1 method="wB97M-V/def2-TZVPD" s_squared=6.05 largest_force_ha_per_bohr=0.0112 spin_multiplicity=5 de_lowest_kcal_mol=8.2 e_lumo_ev="-12.0 / -13.9" total_charge=+4
Ir 0.100 0.058 0.806 0.98
C -0.994 1.816 4.215 0.01
Sb -0.266 -0.005 3.448 0.10
C -1.677 -1.486 3.943 0.02
C 1.506 -0.433 4.493 0.03
H -0.686 1.842 5.261 0.00
H -2.080 1.822 4.154 0.00
H -0.577 2.678 3.701 0.00
H -1.722 -1.507 5.032 0.01
H -1.366 -2.458 3.571 0.00
H -2.650 -1.218 3.540 0.00
H 1.227 -0.552 5.540 0.01
H 2.202 0.397 4.392 0.00
H 1.954 -1.352 4.126 0.00
C 2.907 -4.832 0.223 0.01
Si 2.480 -3.059 0.486 0.01
C 3.508 -2.164 1.747 0.01
C 0.638 -2.920 0.967 0.08
C 2.646 -2.180 -1.201 0.02
Te 2.030 -0.189 -1.288 0.60
C 3.724 0.800 -0.646 0.08
Si 4.833 1.483 -2.167 0.04
C 4.885 0.096 -3.408 0.03
C 6.456 1.840 -1.360 0.01
C 3.908 2.966 -2.785 0.01
H 2.790 -5.401 1.147 0.00
H 3.946 -4.940 -0.092 0.00
H 2.274 -5.293 -0.537 0.00
H 3.556 -2.743 2.671 0.00
H 3.115 -1.172 1.990 0.00
H 4.538 -2.042 1.407 0.00
H 0.474 -3.084 2.032 0.01
H -0.020 -3.587 0.409 0.00
H 0.205 -1.888 0.752 0.01
H 2.069 -2.711 -1.961 0.01
H 3.692 -2.172 -1.518 -0.01
H 4.315 0.091 -0.065 0.00
H 3.410 1.650 -0.040 0.00
H 5.479 -0.749 -3.052 0.00
H 5.357 0.446 -4.329 0.00
H 3.900 -0.273 -3.712 0.00
H 6.961 0.934 -1.021 0.00
H 6.355 2.519 -0.511 0.00
H 7.126 2.327 -2.073 0.00
H 2.865 2.760 -3.040 0.00
H 4.379 3.332 -3.700 0.00
H 3.934 3.781 -2.060 0.00
O -0.195 2.919 1.044 0.34
N 0.285 1.927 0.757 0.48
S -5.715 -0.229 -2.433 0.00
C -4.310 -0.014 -1.413 0.01
C -3.409 -1.090 -1.459 0.01
C -2.228 -1.017 -0.766 0.01
N -1.878 0.052 -0.014 0.10
C -2.745 1.078 0.038 0.00
C -3.952 1.085 -0.634 0.01
C -6.754 1.199 -2.255 -0.02
C -7.448 1.578 -3.405 0.07
C -8.425 2.575 -3.327 0.00
N -8.565 3.059 -2.128 0.81
C -7.995 2.819 -0.980 0.00
C -7.025 1.816 -1.035 0.06
H -3.620 -1.978 -2.041 0.00
H -1.530 -1.844 -0.796 0.00
H -2.469 1.933 0.641 -0.01
H -4.576 1.966 -0.559 0.00
H -7.262 1.120 -4.369 0.01
H -9.023 2.952 -4.151 0.03
H -8.310 3.356 -0.092 0.03
H -6.553 1.513 -0.108 0.01

=====

64
Properties=species:S:1:pos:R:3:mulliken_spin:R:1 method="wB97M-V/def2-TZVPD" s_squared=8.77 largest_force_ha_per_bohr=0.1312 spin_multiplicity=6 de_lowest_kcal_mol=5.9 e_lumo_ev="-6.0 / -7.8" total_charge=+2
P 0.438 -2.873 -0.016 0.03
P 0.177 3.104 1.347 0.14
C 1.234 1.066 -0.099 0.74
C 1.444 2.540 0.132 0.07
H 0.269 0.562 0.211 0.29
H 2.071 0.378 -0.362 -0.08
H 2.411 2.765 0.664 0.03
H 1.376 3.202 -0.778 0.03
C -1.376 3.425 0.556 0.05
H -2.070 3.926 1.257 0.00
H -1.872 2.521 0.158 -0.01
H -1.199 4.105 -0.296 0.00
C 0.924 4.381 2.312 0.03
H 0.663 5.333 1.844 0.00
H 2.010 4.272 2.282 0.00
H 0.588 4.371 3.350 0.00
C -0.506 -4.412 -0.107 -0.01
H -0.165 -5.079 0.686 0.00
H -0.445 -4.976 -1.042 0.00
H -1.565 -4.209 0.059 0.00
C 2.139 -3.529 0.000 0.00
H 2.783 -2.879 0.605 0.00
H 2.619 -3.646 -0.980 0.00
H 2.139 -4.524 0.466 0.00
Ir -0.277 -0.965 -1.457 1.17
C 0.195 0.476 -2.818 0.04
C -1.204 0.564 -2.441 0.28
C -2.333 -0.042 -3.243 -0.02
C -1.977 -1.482 -3.699 -0.01
C -1.078 -2.241 -2.721 0.04
C 0.384 -2.333 -2.705 0.19
C 1.313 -1.655 -3.668 -0.01
C 0.818 -0.254 -4.015 0.00
C 0.117 -2.249 1.640 0.09
H 0.756 1.366 -2.484 -0.01
H -1.508 1.476 -1.901 0.00
H -2.654 0.588 -4.089 0.01
H -3.218 -0.069 -2.581 0.01
H -2.925 -2.036 -3.640 0.00
H -1.623 -1.473 -4.731 0.00
H -1.647 -2.957 -2.117 0.01
H 0.798 -3.243 -2.277 0.01
H 1.536 -2.221 -4.575 0.02
H 2.267 -1.511 -3.148 0.01
H 1.651 0.393 -4.335 0.00
H 0.113 -0.262 -4.845 0.00
H 0.955 -1.616 1.950 -0.01
H -0.013 -3.034 2.404 0.00
H -0.792 -1.637 1.646 0.00
C 2.218 0.937 2.872 0.09
C 0.884 1.379 3.280 0.50
C 0.277 1.424 4.528 0.26
C -1.124 1.413 4.319 0.18
C -1.356 1.405 2.958 0.55
C -2.545 0.895 2.248 0.01
N -0.116 1.630 2.301 0.13
H 2.189 0.416 1.901 -0.02
H 2.638 0.242 3.615 0.01
H 2.914 1.781 2.762 0.04
H 0.787 1.458 5.497 0.01
H -1.900 1.394 5.095 0.01
H -3.130 0.297 2.969 0.01
H -3.186 1.696 1.850 0.05
H -2.290 0.227 1.405 0.05

=====

77
Properties=species:S:1:pos:R:3:lowdin_charge:R:1 method="wB97M-V/def2-TZVPD" largest_force_ha_per_bohr=0.0538 e_lumo_ev=-4.4 total_charge=+1
C 2.958 -2.263 -0.177 -0.12
C 2.093 -0.939 -0.149 -0.25
C 0.544 -1.192 -0.278 -0.21
C -0.143 -1.721 1.041 -0.20
C -1.154 -0.712 1.704 -0.21
C -2.268 -0.159 0.732 -0.21
C -3.566 0.122 1.631 -0.21
C -4.445 1.314 1.080 -0.20
C -4.865 1.105 -0.440 -0.19
C -6.422 0.994 -0.632 -0.16
C -7.055 -0.311 -0.069 -0.12
C -6.398 -1.617 0.046 0.06
C -7.188 -2.753 0.575 0.06
C -8.583 -2.571 0.968 -0.26
N -9.452 -3.602 1.467 0.10
N -9.153 -1.310 0.864 0.13
C -8.457 -0.233 0.367 0.04
H 2.914 -2.753 -1.186 0.07
H 2.646 -3.019 0.595 0.07
H 4.047 -2.048 0.028 0.07
H 2.395 -0.353 -1.064 0.07
H 2.343 -0.404 0.806 0.11
H 0.074 -0.232 -0.650 0.10
H 0.399 -1.928 -1.124 0.11
H -0.661 -2.692 0.810 0.11
H 0.661 -1.917 1.811 0.10
H -1.689 -1.283 2.517 0.09
H -0.668 0.183 2.181 0.13
H -2.612 -0.927 -0.027 0.11
H -1.971 0.747 0.148 0.11
H -4.225 -0.783 1.703 0.09
H -3.159 0.453 2.630 0.11
H -3.817 2.242 1.146 0.11
H -5.349 1.498 1.735 0.11
H -4.324 0.267 -0.950 0.10
H -4.541 2.044 -0.977 0.12
H -6.619 1.051 -1.745 0.14
H -6.961 1.858 -0.169 0.12
H -5.335 -1.741 -0.256 0.12
H -6.762 -3.777 0.704 0.13
H -8.985 -4.203 2.146 0.10
H -9.750 -4.129 0.639 0.11
H -10.132 -1.166 1.116 0.18
H -8.999 0.734 0.287 0.15
C -0.993 -2.383 6.919 -0.17
C -1.376 -1.518 5.733 -0.19
O -0.217 -0.737 5.453 -0.20
S 1.105 -1.602 5.821 0.63
O 1.598 -2.198 4.627 -0.22
O 1.919 -0.826 6.689 -0.21
O 0.368 -2.749 6.690 -0.18
H -1.041 -1.816 7.853 0.14
H -1.617 -3.271 7.003 0.14
H -2.230 -0.876 5.946 0.13
H -1.593 -2.129 4.852 0.12
C 5.373 2.780 -2.124 -0.17
C 5.206 3.246 -3.554 -0.18
O 4.181 2.404 -4.098 -0.18
S 3.141 2.016 -2.929 0.62
O 2.022 2.893 -3.010 -0.23
O 3.002 0.598 -2.904 -0.24
O 4.048 2.470 -1.675 -0.19
H 5.973 1.868 -2.072 0.13
H 5.822 3.543 -1.490 0.14
H 6.123 3.158 -4.129 0.09
H 4.850 4.280 -3.594 0.14
C 9.804 2.290 -6.316 -0.16
C 10.766 3.248 -5.641 -0.16
O 10.111 3.629 -4.427 -0.18
S 9.220 2.393 -3.897 0.66
O 9.961 1.694 -2.907 -0.20
O 7.890 2.862 -3.672 -0.24
O 9.237 1.520 -5.252 -0.18
H 8.995 2.828 -6.816 0.13
H 10.303 1.640 -7.033 0.14
H 10.981 4.122 -6.252 0.14
H 11.703 2.750 -5.377 0.14

=====

69
Properties=species:S:1:pos:R:3:mulliken_spin:R:1 method="wB97M-V/def2-TZVPD" s_squared=6.04 largest_force_ha_per_bohr=0.1208 spin_multiplicity=5 de_lowest_kcal_mol=0.0 e_lumo_ev="-12.4 / -16.1" total_charge=+4
P -0.171 1.283 2.472 0.53
C 1.070 0.604 3.649 0.07
H 0.881 1.045 4.635 0.02
H 2.085 0.860 3.323 -0.01
H 0.973 -0.484 3.715 0.00
C 0.276 3.056 2.586 0.07
H -0.537 3.674 2.189 0.00
H 1.184 3.213 1.992 0.00
H 0.466 3.326 3.632 0.02
C -1.657 1.168 3.536 0.07
H -1.526 1.767 4.445 0.03
H -1.826 0.120 3.810 0.00
H -2.510 1.542 2.959 -0.01
P -2.632 -1.840 -0.534 0.29
C -2.311 -3.537 0.058 0.01
H -3.102 -4.183 -0.340 0.00
H -2.335 -3.566 1.154 0.00
H -1.337 -3.896 -0.299 0.00
C -4.222 -1.435 0.231 0.02
H -4.654 -0.541 -0.232 0.00
H -4.082 -1.272 1.307 0.00
H -4.895 -2.291 0.076 0.01
C -2.899 -2.053 -2.315 0.02
H -3.787 -2.683 -2.459 0.01
H -2.031 -2.545 -2.771 0.00
H -3.058 -1.073 -2.780 0.00
P 1.305 0.666 -2.211 0.48
C 2.702 -0.461 -2.587 0.05
H 3.379 0.042 -3.286 0.01
H 2.321 -1.381 -3.039 0.00
H 3.243 -0.710 -1.669 -0.01
C 0.688 0.888 -3.921 0.07
H 1.532 1.002 -4.613 0.02
H 0.041 1.770 -3.976 0.00
H 0.115 -0.008 -4.186 0.00
C 2.240 2.220 -1.933 0.07
H 2.794 2.493 -2.841 0.03
H 2.940 2.101 -1.097 0.00
H 1.517 3.007 -1.690 -0.01
Pt -0.710 -0.537 -0.073 0.57
C -0.672 -1.391 1.627 0.21
O -0.697 -2.003 2.623 0.02
C 0.198 -1.759 -1.221 0.20
O 0.663 -2.625 -1.855 0.02
C -2.374 2.050 -2.339 -0.02
C -1.445 2.976 -1.858 0.03
C -1.527 3.425 -0.538 0.00
C -2.527 2.935 0.307 0.02
C -3.454 2.007 -0.174 -0.01
C -3.371 1.555 -1.494 0.04
H -2.320 1.701 -3.373 0.00
H -0.665 3.369 -2.515 0.00
H -0.804 4.157 -0.170 0.00
H -2.602 3.286 1.339 0.00
H -4.234 1.635 0.492 0.00
H -4.095 0.833 -1.879 0.01
C 4.999 -0.443 1.082 0.00
N 4.030 -1.540 1.094 0.08
C 4.324 -2.884 1.250 0.15
C 3.155 -3.561 1.203 0.18
N 2.159 -2.628 1.009 0.03
C 2.691 -1.380 0.927 -0.06
S 1.898 0.118 0.648 0.67
H 4.977 0.072 0.111 0.00
H 4.764 0.274 1.880 0.00
H 6.005 -0.845 1.248 0.00
H 5.333 -3.229 1.388 0.00
H 2.950 -4.612 1.277 0.00
H 1.172 -2.846 0.996 0.01